1.
Formula: C19H21EuF3N3O10
Source: the Open Molecules 2025 dataset
Level of theory: ωB97M-V/def2-TZVPD

2S+1   7
Energy relative to the best compared isomer or geometry (same formula, charge and spin)   8.3 kcal/mol
Highest occupied orbital energy (spin up / spin down)   -7.86 / -7.86 eV
Kohn-Sham gap (spin up / spin down)   5.827 / 7.136 eV

Last column: Mulliken spin population.
Positions of all 57 atoms, in Å:
Eu1 -0.554 0.385 -0.303  6.077
O1 -0.197 -3.689 -2.190  -0.001
C1 0.570 -2.673 -1.932  0.001
O2 0.394 -1.906 -0.968  0.000
C2 1.701 -2.612 -2.912  0.000
O3 2.638 -1.670 -2.451  0.000
C3 2.552 -0.343 -2.983  -0.001
C4 1.838 0.626 -2.083  -0.003
O4 2.305 0.989 -0.955  -0.003
O5 0.650 1.040 -2.415  -0.005
H1 -1.174 -3.633 -1.833  -0.001
H2 1.203 -2.350 -3.852  0.000
H3 2.223 -3.569 -3.023  0.000
H4 2.178 -0.340 -4.027  0.000
H5 3.595 -0.018 -3.074  0.000
N1 -2.116 2.045 -1.950  -0.004
C5 -2.102 3.523 -2.085  -0.001
C6 -0.691 4.157 -1.796  0.001
C7 -0.429 4.935 -0.510  0.000
C8 -0.311 4.209 0.811  0.001
N2 0.380 2.949 0.755  -0.001
H6 -1.520 1.683 -2.754  0.001
H7 -3.116 1.746 -2.130  0.000
H8 -2.860 3.921 -1.420  0.000
H9 -2.390 3.792 -3.108  0.000
H10 -0.528 4.822 -2.650  0.000
H11 0.013 3.313 -1.888  0.001
H12 -1.243 5.692 -0.338  0.000
H13 0.560 5.432 -0.664  0.000
H14 -1.328 4.066 1.177  0.000
H15 0.167 4.899 1.551  0.000
H16 0.694 2.527 1.598  0.000
H17 1.227 2.897 0.146  0.001
O6 -4.731 -4.227 0.671  -0.008
C9 -3.894 -3.373 0.486  0.003
C10 -3.154 -3.000 -0.753  -0.009
O7 -2.722 -3.695 -1.744  -0.012
C11 -2.779 -1.605 -0.622  -0.009
C12 -2.862 -1.220 0.762  0.017
O8 -2.169 -0.235 1.229  -0.012
C13 -3.284 -2.337 1.583  -0.002
O9 -3.196 -2.472 2.765  0.002
O10 -2.176 -0.910 -1.458  -0.018
F1 2.733 -3.720 5.231  0.000
C14 3.036 -2.473 4.765  0.000
F2 3.002 -1.665 5.902  0.000
F3 4.347 -2.565 4.392  0.000
C15 2.136 -1.895 3.704  0.000
C16 0.749 -1.812 3.830  -0.001
C17 0.002 -1.164 2.852  -0.002
N3 0.610 -0.680 1.721  -0.009
C18 1.948 -0.865 1.567  -0.001
C19 2.727 -1.482 2.502  -0.001
H18 0.271 -2.123 4.808  0.000
H19 -1.082 -1.101 3.070  0.001
H20 2.394 -0.533 0.642  -0.003
H21 3.765 -1.690 2.349  0.000

---

2.
Formula: C18H40BrN2O4PSSi
Source: the Open Molecules 2025 dataset
Level of theory: ωB97M-V/def2-TZVPD

2S+1   3
Highest occupied orbital energy (spin up / spin down)   -8.98 / -9.23 eV
Kohn-Sham gap (spin up / spin down)   9.282 / 8.894 eV

Last column: Mulliken spin population.
Positions of all 68 atoms, in Å:
O1 3.202 -7.162 -2.656  0.000
P1 2.707 -6.541 -4.241  0.000
O2 3.280 -4.883 -4.291  0.000
S1 3.571 -7.563 -5.663  0.000
Si1 0.497 -6.424 -4.460  0.001
Br1 -0.156 -4.442 -3.420  0.001
H1 4.183 -6.876 -2.616  0.000
H2 3.820 -4.836 -5.138  0.000
H3 0.264 -6.343 -5.925  0.000
H4 -0.203 -7.586 -3.905  0.000
C1 -2.404 0.673 -4.697  0.010
C2 -2.740 -0.447 -3.670  0.021
C3 -4.158 -0.233 -3.069  0.018
C4 -4.224 0.879 -2.034  -0.018
C5 -3.195 0.641 -0.936  0.017
C6 -1.754 0.474 -1.488  0.019
N1 -1.666 -0.520 -2.620  0.283
O3 -1.722 -1.805 -2.053  0.650
C7 -1.234 1.866 -1.941  0.024
C8 -0.809 0.110 -0.294  0.010
C9 -2.824 -1.731 -4.568  -0.012
H5 -3.314 1.124 -5.112  -0.001
H6 -1.801 1.485 -4.306  -0.007
H7 -1.821 0.283 -5.544  0.001
H8 -4.501 -1.161 -2.592  0.003
H9 -4.883 -0.024 -3.864  0.001
H10 -4.071 1.852 -2.513  0.000
H11 -5.226 0.907 -1.593  0.002
H12 -3.234 1.476 -0.224  0.000
H13 -3.486 -0.255 -0.370  0.002
H14 -0.288 1.777 -2.486  -0.012
H15 -1.045 2.519 -1.079  0.000
H16 -1.948 2.415 -2.558  0.001
H17 -1.126 -0.793 0.236  0.002
H18 -0.795 0.912 0.456  -0.009
H19 0.221 -0.033 -0.638  -0.006
H20 -1.841 -1.988 -4.987  0.001
H21 -3.507 -1.569 -5.413  0.000
H22 -3.201 -2.604 -4.026  0.001
C10 1.221 1.844 6.133  0.009
C11 1.562 0.979 4.886  0.034
C12 3.099 0.929 4.655  0.015
C13 3.671 2.205 4.057  -0.017
C14 2.937 2.559 2.769  0.014
C15 1.401 2.671 2.965  0.041
N2 0.809 1.487 3.687  0.278
O4 0.731 0.429 2.764  0.646
C16 1.095 3.988 3.730  0.015
C17 0.743 2.910 1.564  -0.033
C18 1.130 -0.462 5.332  -0.003
H23 2.067 1.896 6.830  -0.001
H24 0.932 2.866 5.916  -0.006
H25 0.368 1.431 6.691  -0.001
H26 3.345 0.098 3.982  0.002
H27 3.620 0.712 5.596  0.001
H28 3.613 3.023 4.781  0.000
H29 4.735 2.060 3.839  0.002
H30 3.339 3.503 2.378  0.000
H31 3.164 1.795 2.013  0.004
H32 0.043 4.033 4.035  -0.009
H33 1.282 4.866 3.100  0.000
H34 1.725 4.134 4.610  0.001
H35 0.984 2.123 0.843  0.004
H36 1.099 3.848 1.117  0.000
H37 -0.346 2.982 1.649  0.002
H38 0.040 -0.529 5.459  -0.002
H39 1.588 -0.724 6.294  0.001
H40 1.437 -1.236 4.621  0.000

---

3.
Formula: C26H31Br8N3O6
Source: the Open Molecules 2025 dataset
Level of theory: ωB97M-V/def2-TZVPD

2S+1   1
Energy relative to the best compared isomer or geometry (same formula, charge and spin)   65.0 kcal/mol
Highest occupied orbital energy   -9.90 eV
Kohn-Sham gap   8.609 eV

Last column: Mulliken charge in e.
Positions of all 74 atoms, in Å:
O1 8.558 -18.458 21.573  -0.525
N1 7.522 -17.880 21.192  0.846
O2 7.362 -16.650 20.991  -0.530
C1 6.337 -18.708 20.948  0.061
C2 5.102 -18.104 21.160  -0.330
C3 3.927 -18.857 21.041  -0.932
C4 4.034 -20.188 20.693  -0.059
C5 5.249 -20.847 20.401  -0.698
C6 6.404 -20.041 20.518  -0.320
H1 4.976 -17.081 21.485  0.439
H2 2.924 -18.567 21.318  0.653
H3 3.096 -20.719 20.757  0.521
H4 5.457 -21.883 20.176  0.409
H5 7.251 -20.531 20.062  0.362
O3 0.418 -23.281 9.152  -0.522
N2 -0.324 -22.696 9.927  0.888
O4 -0.596 -21.487 9.761  -0.560
C7 -0.699 -23.301 11.251  -0.294
C8 -1.003 -22.536 12.419  -0.102
C9 -1.151 -23.131 13.631  -0.213
C10 -1.015 -24.464 13.796  -0.266
C11 -0.836 -25.277 12.683  -0.619
C12 -0.712 -24.685 11.434  -0.347
H6 -1.061 -21.458 12.379  0.469
H7 -1.577 -22.561 14.443  0.489
H8 -1.229 -24.975 14.724  0.325
H9 -1.062 -26.324 12.823  0.358
H10 -0.636 -25.360 10.594  0.379
O5 -1.269 -18.275 17.881  -0.518
N3 -2.362 -18.744 17.672  1.009
O6 -3.201 -18.896 18.622  -0.603
C13 -2.826 -18.906 16.271  -0.211
C14 -2.077 -18.419 15.164  -0.009
C15 -2.444 -18.658 13.876  -0.683
C16 -3.448 -19.579 13.594  -0.414
C17 -4.213 -20.128 14.633  -0.779
C18 -3.890 -19.791 15.984  -0.131
H11 -1.269 -17.716 15.307  0.417
H12 -1.963 -18.147 13.055  0.424
H13 -3.785 -19.738 12.581  0.464
H14 -5.046 -20.776 14.404  0.456
H15 -4.554 -20.068 16.789  0.570
Br1 0.436 -14.546 21.931  -0.184
C19 -0.804 -16.104 22.002  -0.560
C20 -0.816 -16.730 20.599  -0.643
Br2 0.836 -17.717 20.009  -0.008
H16 -1.805 -15.753 22.252  0.404
H17 -0.436 -16.737 22.809  0.375
H18 -1.081 -16.048 19.791  0.414
H19 -1.603 -17.484 20.598  0.295
Br3 6.364 -24.900 16.141  -0.148
C21 5.001 -24.057 17.264  -0.553
C22 4.235 -24.935 18.146  -0.417
Br4 2.880 -23.754 18.983  -0.108
H20 4.428 -23.354 16.658  0.371
H21 5.501 -23.334 17.909  0.196
H22 4.769 -25.192 19.060  0.299
H23 3.814 -25.841 17.709  0.413
Br5 0.938 -20.830 15.492  -0.160
C23 0.168 -21.791 17.057  -0.159
C24 0.499 -21.152 18.395  -0.277
Br6 -0.234 -21.952 20.070  -0.101
H24 0.596 -22.786 16.933  0.506
H25 -0.898 -21.974 16.921  -0.018
H26 0.246 -20.095 18.308  -0.001
H27 1.565 -21.305 18.562  0.214
Br7 -5.850 -22.526 18.892  -0.171
C25 -3.984 -23.237 18.906  -0.289
C26 -4.129 -24.651 18.198  -0.591
Br8 -2.311 -25.414 17.899  -0.200
H28 -3.600 -23.336 19.921  0.418
H29 -3.336 -22.553 18.359  0.009
H30 -4.460 -24.388 17.193  0.381
H31 -4.743 -25.336 18.783  0.421

---

4.
Formula: C4H6NO2
Source: the Open Molecules 2025 dataset
Level of theory: ωB97M-V/def2-TZVPD

2S+1   1
Energy relative to the best compared isomer or geometry (same formula, charge and spin)   105.8 kcal/mol
Highest occupied orbital energy   -15.74 eV
Kohn-Sham gap   11.458 eV
Net charge   +1

Last column: natural (NBO) charge in e.
Positions of all 13 atoms, in Å:
C1 -2.444 -0.238 -0.120  -0.782
C2 -1.221 0.257 0.468  0.842
O1 -0.794 0.834 1.375  -0.413
O2 -0.149 -0.768 -0.228  -0.361
N1 1.061 -0.400 -0.137  0.105
C3 2.290 -0.646 -0.110  0.137
C4 2.117 0.839 0.037  -0.187
H1 -3.352 -0.025 0.455  0.299
H2 -2.149 -1.242 -0.484  0.300
H3 -2.662 0.220 -1.140  0.303
H4 3.024 -1.443 -0.121  0.268
H5 2.118 1.219 0.990  0.237
H6 2.162 1.394 -0.983  0.251

---

no.,maximum force (eV/Å),total energy (Eh)
1,3.2,-2663.3105
2,5.0,-4723.2711
3,3.6,-22216.7992
4,5.4,-360.8053